Molecular formula: C33H81I2N18O36
Method: DFT, wB97M-V/def2-TZVPD

Bonds (Å) are listed after each position.
Element x y z (Å)
1 C -2.1584 -1.0933 0.1077  C2 1.597, H22 1.145, H23 1.157, H24 1.141
2 C -2.8485 0.0299 -0.7936  C1 1.597, C3 1.632, H25 1.152, H26 1.137
3 C -1.9105 1.3414 -1.0451  C2 1.632, I4 2.216, N5 1.494, H27 1.147
4 I -3.2437 2.7115 -2.1660  C3 2.216
5 N -1.3706 1.9359 0.2146  C3 1.494, C6 1.517, C9 1.508, H28 1.048
6 C -2.3142 2.1757 1.3785  N5 1.517, C7 1.611, H29 1.137, H30 1.136
7 C -2.7698 3.7192 1.3143  C6 1.611, C8 1.634, H31 1.136, H32 1.152
8 C -1.4506 4.3157 0.5557  C7 1.634, C9 1.644, H33 1.153, H34 1.156
9 C -0.4078 3.0967 0.1970  N5 1.508, C8 1.644, C10 1.607, C14 1.592
10 C 0.4649 3.0521 1.5462  C9 1.607, C11 1.595, H35 1.152, H36 1.158
11 C 2.0399 3.2484 1.3909  C10 1.595, C12 1.629, H37 1.133, H38 1.154
12 C 2.9148 1.9944 1.9541  C11 1.629, I13 2.170, H39 1.140, H40 1.151
13 I 2.9745 1.8952 4.1208  C12 2.170
14 C 0.2011 3.6508 -1.1657  C9 1.592, C15 1.593, H41 1.151, H42 1.154
15 C 1.0671 2.6492 -2.0511  C14 1.593, C16 1.589, H43 1.154, H44 1.149
16 C 1.7075 1.3855 -1.3314  C15 1.589, C17 1.631, H45 1.138, H46 1.145
17 C 1.7874 0.2105 -2.4594  C16 1.631, O18 1.451, H47 1.154, H48 1.156
18 O 2.9199 -0.6770 -2.2758  C17 1.451, C19 1.427
19 C 2.3560 -1.9715 -2.0703  O18 1.427, C20 1.619, O21 1.247
20 C 1.9748 -2.3460 -0.5419  C19 1.619, H49 1.142, H50 1.151, H51 1.137
21 O 2.1820 -2.8267 -2.9606  C19 1.247
22 H -1.0456 -1.2633 -0.1006  C1 1.145
23 H -2.2074 -0.7160 1.2002  C1 1.157
24 H -2.7124 -2.0911 0.1128  C1 1.141
25 H -3.0230 -0.4267 -1.8370  C2 1.152
26 H -3.8495 0.3614 -0.3674  C2 1.137
27 H -1.1094 0.9724 -1.7779  C3 1.147
28 H -0.7529 1.1633 0.5602  N5 1.048
29 H -3.3094 1.6260 1.3828  C6 1.137
30 H -1.9224 1.9882 2.4279  C6 1.136
31 H -3.1102 4.2250 2.2726  C7 1.136
32 H -3.6990 3.8162 0.6395  C7 1.152
33 H -0.9842 5.2588 1.0266  C8 1.153
34 H -1.9519 4.7964 -0.3678  C8 1.156
35 H 0.1058 3.8860 2.2551  C10 1.152
36 H 0.3203 2.0872 2.1694  C10 1.158
37 H 2.4329 3.4484 0.3471  C11 1.133
38 H 2.3593 4.1396 2.0501  C11 1.154
39 H 2.5095 1.0639 1.4351  C12 1.140
40 H 3.9796 2.1693 1.5545  C12 1.151
41 H -0.5781 4.1346 -1.8620  C14 1.151
42 H 0.8919 4.5272 -0.8716  C14 1.154
43 H 1.9010 3.2702 -2.5511  C15 1.154
44 H 0.4168 2.2773 -2.9226  C15 1.149
45 H 1.1146 0.9346 -0.4709  C16 1.138
46 H 2.7863 1.5169 -0.9720  C16 1.145
47 H 1.7843 0.6494 -3.5265  C17 1.154
48 H 0.7809 -0.3513 -2.3683  C17 1.156
49 H 0.8951 -2.7104 -0.4723  C20 1.142
50 H 2.1335 -1.3958 0.0883  C20 1.151
51 H 2.7000 -3.1656 -0.2322  C20 1.137
52 C 3.1272 -5.9466 -3.9152  N53 1.486, H56 1.085, H57 1.090, H58 1.089
53 N 3.6242 -6.7327 -5.0746  C52 1.486, O54 1.219, O55 1.219
54 O 3.1250 -7.8285 -5.2654  N53 1.219
55 O 4.4987 -6.2206 -5.7526  N53 1.219
56 H 2.3582 -6.5196 -3.4069  C52 1.085
57 H 3.9742 -5.7661 -3.2540  C52 1.090
58 H 2.7208 -5.0134 -4.3009  C52 1.089
59 C -0.8898 -6.8766 -6.1698  N60 1.487, H63 1.088, H64 1.089, H65 1.089
60 N -0.6463 -6.2038 -4.8668  C59 1.487, O61 1.220, O62 1.219
61 O -1.5511 -5.5283 -4.4043  N60 1.220
62 O 0.4460 -6.3767 -4.3530  N60 1.219
63 H -1.8957 -6.6347 -6.5064  C59 1.088
64 H -0.1474 -6.5046 -6.8742  C59 1.089
65 H -0.7829 -7.9489 -6.0106  C59 1.089
66 C -1.6810 7.1744 -3.2020  N67 1.486, H70 1.088, H71 1.090, H72 1.089
67 N -1.1941 7.5801 -1.8581  C66 1.486, O68 1.218, O69 1.222
68 O -1.9874 8.1310 -1.1161  N67 1.218
69 O -0.0276 7.3287 -1.5952  N67 1.222
70 H -2.7276 7.4569 -3.2973  C66 1.088
71 H -1.0732 7.6923 -3.9432  C66 1.090
72 H -1.5647 6.0939 -3.2798  C66 1.089
73 C 2.7589 8.1852 -4.6650  N74 1.486, H77 1.088, H78 1.089, H79 1.089
74 N 1.7600 7.3732 -5.4082  C73 1.486, O75 1.221, O76 1.217
75 O 0.5853 7.6875 -5.2966  N74 1.221
76 O 2.1881 6.4508 -6.0762  N74 1.217
77 H 2.2373 8.9671 -4.1167  C73 1.088
78 H 3.2817 7.5177 -3.9817  C73 1.089
79 H 3.4412 8.6162 -5.3965  C73 1.089
80 C 5.9107 3.5684 5.7891  N81 1.485, H84 1.087, H85 1.090, H86 1.086
81 N 6.7362 4.7871 5.9891  C80 1.485, O82 1.220, O83 1.219
82 O 6.1468 5.8385 6.1806  N81 1.220
83 O 7.9459 4.6463 5.9472  N81 1.219
84 H 4.8608 3.8416 5.8516  C80 1.087
85 H 6.1477 3.1699 4.8028  C80 1.090
86 H 6.1718 2.8635 6.5724  C80 1.086
87 C 0.0446 -2.1721 -5.2718  N88 1.485, H91 1.089, H92 1.089, H93 1.089
88 N -0.9588 -2.7821 -6.1808  C87 1.485, O89 1.221, O90 1.216
89 O -2.0454 -2.2317 -6.2706  N88 1.221
90 O -0.6220 -3.7904 -6.7709  N88 1.216
91 H -0.3898 -1.2846 -4.8152  C87 1.089
92 H 0.2950 -2.9132 -4.5135  C87 1.089
93 H 0.9154 -1.9104 -5.8716  C87 1.089
94 C 2.1076 -6.4912 2.0223  N95 1.486, H98 1.088, H99 1.089, H100 1.090
95 N 2.8993 -5.2552 2.2565  C94 1.486, O96 1.223, O97 1.217
96 O 2.2823 -4.2159 2.4460  N95 1.223
97 O 4.1107 -5.3675 2.2425  N95 1.217
98 H 1.0486 -6.2430 2.0623  C94 1.088
99 H 2.3771 -6.8724 1.0381  C94 1.089
100 H 2.3669 -7.2020 2.8065  C94 1.090
101 C -8.0281 1.0754 -0.1017  N102 1.485, H105 1.088, H106 1.089, H107 1.090
102 N -6.5505 1.1996 -0.1788  C101 1.485, O103 1.224, O104 1.224
103 O -6.0297 2.1201 0.4370  N102 1.224
104 O -5.9608 0.3675 -0.8559  N102 1.224
105 H -8.4155 1.8738 0.5278  C101 1.088
106 H -8.4177 1.1602 -1.1156  C101 1.089
107 H -8.2540 0.1005 0.3293  C101 1.090
108 C 2.8208 3.8266 9.4807  N109 1.485, H112 1.088, H113 1.089, H114 1.089
109 N 3.5214 3.2928 8.2849  C108 1.485, O110 1.225, O111 1.215
110 O 2.8319 2.9980 7.3162  N109 1.225
111 O 4.7297 3.1886 8.3621  N109 1.215
112 H 1.7530 3.8657 9.2743  C108 1.088
113 H 3.0288 3.1529 10.3105  C108 1.089
114 H 3.2130 4.8246 9.6729  C108 1.089
115 C -5.0977 -2.6101 -1.5794  N116 1.486, H119 1.088, H120 1.088, H121 1.090
116 N -5.9066 -3.8274 -1.3129  C115 1.486, O117 1.219, O118 1.219
117 O -7.0753 -3.8095 -1.6573  N116 1.219
118 O -5.3377 -4.7566 -0.7670  N116 1.219
119 H -5.7287 -1.8690 -2.0656  C115 1.088
120 H -4.7372 -2.2401 -0.6214  C115 1.088
121 H -4.2717 -2.8992 -2.2290  C115 1.090
122 C -2.6175 -0.0918 -9.0011  N123 1.486, H126 1.088, H127 1.089, H128 1.090
123 N -1.8216 1.1380 -8.7520  C122 1.486, O124 1.219, O125 1.220
124 O -2.4343 2.1735 -8.5558  N123 1.219
125 O -0.6070 1.0206 -8.7618  N123 1.220
126 H -3.6752 0.1607 -8.9628  C122 1.088
127 H -2.3461 -0.4657 -9.9874  C122 1.089
128 H -2.3637 -0.8099 -8.2217  C122 1.090
129 C -9.7518 1.2419 -4.8166  N130 1.486, H133 1.088, H134 1.089, H135 1.089
130 N -9.2648 1.6468 -3.4722  C129 1.486, O131 1.218, O132 1.222
131 O -10.0591 2.1936 -2.7284  N130 1.218
132 O -8.0969 1.4003 -3.2091  N130 1.222
133 H -10.7992 1.5219 -4.9089  C129 1.088
134 H -9.1460 1.7638 -5.5561  C129 1.089
135 H -9.6322 0.1623 -4.8977  C129 1.089
136 C -0.2749 -7.7725 5.4637  N137 1.486, H140 1.088, H141 1.089, H142 1.090
137 N 0.3969 -8.2863 4.2417  C136 1.486, O138 1.219, O139 1.221
138 O -0.3107 -8.5880 3.2965  N137 1.219
139 O 1.6142 -8.3688 4.2746  N137 1.221
140 H -1.3491 -7.7536 5.2931  C136 1.088
141 H -0.0273 -8.4455 6.2834  C136 1.089
142 H 0.1045 -6.7679 5.6479  C136 1.090
143 C 0.5414 3.3247 -10.7437  N144 1.486, H147 1.087, H148 1.089, H149 1.089
144 N 0.5300 3.6051 -12.2031  C143 1.486, O145 1.220, O146 1.218
145 O -0.4988 3.3642 -12.8121  N144 1.220
146 O 1.5540 4.0569 -12.6847  N144 1.218
147 H -0.4293 2.9293 -10.4547  C143 1.087
148 H 1.3267 2.5942 -10.5556  C143 1.089
149 H 0.7433 4.2637 -10.2302  C143 1.089
150 C 6.4644 1.9966 12.1476  N151 1.486, H154 1.088, H155 1.089, H156 1.089
151 N 5.4783 1.3883 11.2172  C150 1.486, O152 1.220, O153 1.217
152 O 4.4030 1.9511 11.0905  N151 1.220
153 O 5.8168 0.3682 10.6463  N151 1.217
154 H 6.0293 2.8944 12.5817  C150 1.088
155 H 6.6835 1.2611 12.9204  C150 1.089
156 H 7.3547 2.2398 11.5691  C150 1.089
157 C -3.6894 -5.8027 7.0669  N158 1.486, H161 1.088, H162 1.089, H163 1.089
158 N -2.7502 -6.8245 7.5984  C157 1.486, O159 1.223, O160 1.219
159 O -2.9291 -7.9835 7.2527  N158 1.223
160 O -1.8694 -6.4287 8.3416  N158 1.219
161 H -4.4159 -6.2952 6.4235  C157 1.088
162 H -4.1822 -5.3352 7.9182  C157 1.089
163 H -3.1024 -5.0788 6.5030  C157 1.089
164 C 5.9523 -2.5629 9.2587  N165 1.486, H168 1.087, H169 1.089, H170 1.089
165 N 6.7270 -3.6948 9.8307  C164 1.486, O166 1.219, O167 1.219
166 O 7.7166 -3.4212 10.4877  N165 1.219
167 O 6.3131 -4.8177 9.5994  N165 1.219
168 H 6.4323 -1.6297 9.5429  C164 1.087
169 H 5.9495 -2.6810 8.1759  C164 1.089
170 H 4.9434 -2.6168 9.6651  C164 1.089

Results
Total charge: +1
HOMO-LUMO gap (hartree): 0.322
Highest occupied orbital energy (eV): -11.8

Löwdin population analysis, charges in e, atoms 1 to 4: atom 1 (C): -0.09, atom 2 (C): -0.29, atom 3 (C): -0.56, atom 4 (I): 0.99